[1]
9
Properties=species:S:1:pos:R:3:nbo_charge:R:1 method="wB97M-V/def2-TZVPD" charge=+1 de_lowest_ev=0.588
C -0.05483 0.45987 -0.00939 0.395
N 0.32855 1.00922 -1.14962 -0.706
N -0.34084 -0.80547 0.16655 -0.649
S -0.87610 -1.33225 1.80329 0.285
H -0.28655 1.06672 0.83875 0.231
H 0.43437 1.98128 -1.46772 0.473
H 0.39921 0.23125 -1.80616 0.409
H -0.03902 -1.49463 -0.46667 0.422
H 0.43521 -1.11599 2.09097 0.140



[2]
9
Properties=species:S:1:pos:R:3:nbo_charge:R:1 method="wB97M-V/def2-TZVPD" de_lowest_ev=2.107
C 0.69652 -0.10276 -0.29389 0.268
H -1.73564 0.67788 -1.10916 0.345
H -1.34474 1.70900 0.22698 0.352
H -0.76064 -0.72399 0.96366 0.364
H 0.84916 0.58016 -1.16685 0.154
H 1.40394 -1.48576 0.74809 0.315
N -1.53021 0.78452 -0.05862 -0.643
N -0.51071 0.01705 0.36182 -0.472
N 1.67075 -0.82167 -0.00311 -0.682



[3]
9
Properties=species:S:1:pos:R:3:nbo_charge:R:1 method="wB97M-V/def2-TZVPD" de_lowest_ev=2.558
N -0.36000 0.16572 -0.63445 -0.689
N -0.87251 -1.03204 -0.04266 -0.673
C 1.65545 0.78988 0.87281 0.103
N 1.42804 1.82914 1.31119 -0.361
H -0.79171 0.39100 -1.53406 0.337
H -0.54453 -1.81981 -0.59363 0.344
H -1.89348 -1.05709 -0.03807 0.333
H -0.49415 0.95488 0.02763 0.368
H 1.87289 -0.22167 0.63123 0.238



[4]
9
Properties=species:S:1:pos:R:3:nbo_charge:R:1 method="wB97M-V/def2-TZVPD" de_lowest_ev=3.329
C 0.86147 0.57057 -0.00935 0.252
H -0.99043 -1.16294 -0.68216 0.316
H -0.79287 -1.04258 0.80942 0.315
H -1.11110 1.48619 -0.28978 0.400
H 1.28552 1.60651 0.12731 0.176
H 1.01518 -1.23837 -0.06156 0.299
N -1.40984 -0.39592 0.02033 -0.589
N -0.50642 0.65624 0.07612 -0.475
N 1.64850 -0.47971 0.00967 -0.692



[5]
9
Properties=species:S:1:pos:R:3:nbo_charge:R:1 method="wB97M-V/def2-TZVPD" de_lowest_ev=1.077
N 1.37981 -0.04721 -0.10829 -0.822
C 0.04084 -0.29874 -0.18545 0.576
N -0.48302 0.50866 0.91921 -0.888
N -0.69064 -0.89893 -1.06107 -0.781
H 1.84726 -0.25841 -0.98192 0.398
H 1.72421 0.52856 0.64795 0.425
H -1.33348 -0.01007 1.28122 0.363
H -0.75736 1.32912 0.49342 0.365
H -1.72762 -0.85297 -1.00507 0.364



[6]
10
Properties=species:S:1:pos:R:3:nbo_charge:R:1 method="wB97M-V/def2-TZVPD" de_lowest_ev=1.616
C -0.06396 1.02325 -0.03738 0.754
H -0.18658 -2.03438 0.34375 0.349
H -0.53045 -1.78402 -1.09182 0.348
H -2.05884 -0.01977 0.29674 0.419
H 1.64578 1.50068 0.48030 0.380
H 1.49169 -0.14298 0.23281 0.393
N -0.12415 -1.25567 -0.27967 -0.669
N -0.91371 -0.06566 0.01093 -0.523
N 1.23179 0.68278 -0.18711 -0.814
O -0.49157 2.09578 0.23145 -0.637



[7]
10
Properties=species:S:1:pos:R:3:nbo_charge:R:1 method="wB97M-V/def2-TZVPD" de_lowest_ev=3.152
C -0.46126 0.02782 -0.06385 0.531
H -1.66261 1.34922 -0.04180 0.427
H -0.16035 1.96903 -0.78021 0.393
H -1.34700 -1.80529 0.12100 0.306
H 0.53951 -1.64029 0.18673 0.385
H 1.79503 0.52902 0.79838 0.466
N -0.55294 1.35893 0.12967 -0.822
N -1.63742 -0.73189 0.03523 -0.820
N 0.62486 -0.72125 -0.12961 -0.314
O 1.82018 0.01135 -0.01851 -0.553



[8]
10
Properties=species:S:1:pos:R:3:nbo_charge:R:1 method="wB97M-V/def2-TZVPD" de_lowest_ev=4.267
C 0.52514 0.01642 0.52344 0.172
H -0.61215 2.67701 -0.62158 0.359
H -0.69181 2.34259 1.10719 0.322
H 0.70395 0.07998 1.58031 0.154
H 0.09960 -1.67540 1.26462 0.365
H 0.15049 -1.58875 -1.37836 0.474
N -0.04008 2.14007 0.12900 -0.660
N 0.02276 0.85146 -0.32421 -0.331
N 0.21721 -1.30773 0.32675 -0.342
O -0.52501 -1.71508 -0.75170 -0.512



Number 1: gap between HOMO and LUMO 10.5499 eV. Number 2: gap between HOMO and LUMO 10.2996 eV. Number 3: gap between HOMO and LUMO 10.6232 eV. Number 4: gap between HOMO and LUMO 10.2567 eV. Number 5: gap between HOMO and LUMO 10.1896 eV. Number 6: gap between HOMO and LUMO 10.5247 eV. Number 7: gap between HOMO and LUMO 9.2138 eV. Number 8: gap between HOMO and LUMO 8.8683 eV.